(A)
The following is a DFT calculation (wB97M-V/def2-TZVPD) of a 3-piece molecular cluster, C2H8NO4 overall.

The calculation puts the HOMO-LUMO gap at 9.90 eV. For the LUMO energy, the calculation gives -4.83 eV. As for the total charge: +1. Its multiplicity is 1.

The geometry in XYZ format:
```
15
Properties=species:S:1:pos:R:3:mulliken_charge:R:1
C 2.68 0.26 -1.28 -0.048
C -0.41 -0.13 1.42 0.679
N 1.53 0.57 -0.78 -0.101
O -1.15 -0.32 2.31 -0.449
O 0.89 0.07 1.56 -0.559
O -3.25 -0.44 -0.57 -0.617
O -0.75 -0.15 0.11 -0.523
H 3.45 -0.23 -0.72 0.275
H 2.95 0.46 -2.36 0.259
H 1.36 0.32 0.18 0.354
H -3.42 -1.35 -0.77 0.309
H 0.73 1.07 -1.24 0.292
H -4.11 -0.14 -0.28 0.325
H 1.23 -0.12 2.55 0.399
H -1.73 0.14 -0.11 0.404
```

(B)
The following is a DFT calculation (wB97M-V/def2-TZVPD) of a 2-piece molecular cluster, C2H8NO4 overall.

The calculation puts the HOMO-LUMO gap at 10.06 eV. For the LUMO energy, the calculation gives -4.44 eV. As for the total charge: +1. Its multiplicity is 1.

The geometry in XYZ format:
```
15
Properties=species:S:1:pos:R:3:mulliken_charge:R:1
C -0.37 1.92 -0.52 -0.353
C 0.47 0.78 -0.07 0.708
N -1.58 1.18 -0.22 -0.411
O 0.30 0.35 1.16 -0.318
O 1.08 0.07 -1.09 -0.361
O 0.26 -3.04 1.12 -0.342
O 1.19 -2.85 -0.05 -0.326
H -0.25 2.88 -0.03 0.281
H -0.22 2.12 -1.58 0.315
H 1.15 -3.69 -0.51 0.328
H -1.90 1.26 0.74 0.240
H -2.20 1.07 -0.90 0.182
H 0.50 -0.63 1.25 0.334
H 1.42 -0.81 -0.99 0.382
H -0.35 -3.74 0.90 0.344
```

Least stable of them? (B).

(A)
The following is a DFT calculation (wB97M-V/def2-TZVPD) of a 4-piece molecular cluster, C6H21NO5 overall.

The calculation puts the HOMO-LUMO gap at 9.03 eV. For the LUMO energy, the calculation gives 0.15 eV. As for the total charge: 0. Its multiplicity is 1.

The geometry in XYZ format:
```
33
Properties=species:S:1:pos:R:3:mulliken_charge:R:1
C 1.00 1.09 0.91 -1.018
O 0.91 -0.01 0.01 -0.243
C 2.09 -0.23 -0.81 -0.907
C 1.71 -1.16 -1.98 0.452
C 1.15 -2.52 -1.40 -1.226
N 2.89 -1.34 -2.83 -0.699
H 1.59 0.91 1.81 0.288
H 0.04 1.39 1.32 0.278
H 1.42 1.89 0.30 0.414
H 2.51 0.64 -1.32 0.357
H 2.77 -0.66 -0.07 0.307
H 1.08 -0.57 -2.64 0.262
H 0.16 -2.37 -0.95 0.240
H 1.78 -2.96 -0.63 0.268
H 0.91 -3.34 -2.08 0.407
H 3.09 -0.48 -3.33 0.282
H 3.67 -1.56 -2.23 0.264
O -2.43 0.01 -0.95 -0.682
C -1.35 0.60 -0.21 0.365
C -1.83 1.79 0.68 -0.724
O -2.85 2.52 -0.01 -0.587
H -2.03 -0.69 -1.49 0.361
H -0.67 -0.16 0.18 0.332
H -0.83 1.06 -1.06 0.163
H -1.00 2.46 0.90 0.389
H -2.34 1.24 1.47 0.372
H -3.23 1.83 -0.57 0.340
O -2.26 0.48 3.18 -0.521
H -3.10 0.06 3.00 0.276
H -2.38 0.92 4.02 0.219
O -0.50 -0.21 2.05 -0.586
H -1.12 0.43 2.41 0.378
H -0.85 -1.06 2.33 0.179
```

(B)
The following is a DFT calculation (wB97M-V/def2-TZVPD) of a 5-piece molecular cluster, C6H21NO5 overall.

The calculation puts the HOMO-LUMO gap at 9.76 eV. For the LUMO energy, the calculation gives 0.52 eV. As for the total charge: 0. Its multiplicity is 1.

The geometry in XYZ format:
```
33
Properties=species:S:1:pos:R:3:mulliken_charge:R:1
C -1.48 -0.85 -2.02 -1.137
C -0.25 0.02 -2.25 0.013
C 1.03 -0.60 -1.74 -1.246
C 1.07 -0.76 -0.20 -0.821
C 1.29 0.56 0.54 0.538
N 2.72 0.83 0.72 -0.688
C 0.55 0.45 1.88 -0.185
O -0.37 1.16 2.15 -0.617
H -1.42 -1.82 -2.49 0.383
H -2.36 -0.33 -2.44 0.329
H -1.70 -1.03 -0.92 0.115
H -0.16 0.22 -3.34 0.392
H -0.43 1.05 -1.78 0.099
H 1.90 0.07 -2.01 0.295
H 1.22 -1.53 -2.24 0.449
H 1.84 -1.44 0.08 0.824
H 0.13 -1.22 0.17 0.184
H 0.91 1.40 -0.10 0.282
H 3.22 0.14 1.23 0.222
H 2.91 1.72 1.08 0.216
H 0.90 -0.33 2.58 0.296
O 0.81 -2.53 2.12 -0.587
H 0.28 -2.93 1.43 0.387
H 0.94 -3.17 2.77 0.284
O -0.64 -3.48 0.08 -0.763
H -1.62 -3.34 0.14 0.356
H -0.35 -3.06 -0.75 0.304
O -1.36 3.13 0.57 -0.729
H -0.89 2.40 1.11 0.498
H -2.08 3.43 1.18 0.318
O -2.35 2.39 -1.78 -0.683
H -1.93 2.55 -0.81 0.416
H -2.30 3.14 -2.25 0.254
```

Least stable of them? (A).

(A)
The following is a DFT calculation (wB97M-V/def2-TZVPD) of a 2-piece molecular cluster, C3H12NOS2 overall.

The calculation puts the HOMO-LUMO gap at 9.96 eV. For the LUMO energy, the calculation gives -3.36 eV. As for the total charge: +1. Its multiplicity is 1.

The geometry in XYZ format:
```
19
Properties=species:S:1:pos:R:3:mulliken_charge:R:1
N -0.55 0.64 1.14 -0.359
C 0.07 0.69 -0.29 0.383
C -0.13 2.05 -0.87 -1.510
C -0.58 -0.47 -1.05 -0.968
S 0.28 -2.05 -0.68 -0.004
S -1.14 -3.28 0.03 -0.182
H -0.07 1.29 1.74 0.356
H -1.53 0.89 1.08 0.338
H -0.63 -0.32 1.49 0.285
H 1.11 0.52 0.01 0.385
H 0.04 2.97 -0.30 0.453
H 0.69 2.16 -1.60 0.378
H -1.05 2.20 -1.42 0.347
H -1.63 -0.49 -0.75 0.475
H -0.58 -0.27 -2.11 0.435
H -1.64 -3.95 -1.00 0.184
H 1.79 -1.18 1.77 0.300
H 3.15 -0.92 1.16 0.338
O 2.42 -0.48 1.64 -0.637
```

(B)
The following is a DFT calculation (wB97M-V/def2-TZVPD) of a 2-piece molecular cluster, C3H12NOS2 overall.

The calculation puts the HOMO-LUMO gap at 8.79 eV. For the LUMO energy, the calculation gives -3.39 eV. As for the total charge: +1. Its multiplicity is 1.

The geometry in XYZ format:
```
19
Properties=species:S:1:pos:R:3:mulliken_charge:R:1
N -0.22 -0.97 2.33 -0.265
C 0.95 -1.31 1.47 -0.392
C 1.59 -0.04 0.95 -0.746
S 0.21 0.82 0.18 -0.051
S 0.56 1.08 -1.71 -0.027
C -0.29 -0.11 -2.52 -0.716
H -0.06 0.08 2.74 0.424
H -0.39 -1.61 3.12 0.396
H -1.08 -0.95 1.69 0.255
H 0.65 -2.15 0.77 0.299
H 1.87 -1.78 2.00 0.297
H 2.15 0.56 1.72 0.359
H 2.37 -0.27 0.26 0.425
H -1.29 -0.47 -2.18 0.150
H 0.18 -1.10 -2.53 0.309
H -0.64 0.06 -3.59 0.343
H -3.67 -0.97 0.60 0.314
H -2.68 -0.24 -0.21 0.263
O -2.72 -0.75 0.56 -0.636
```

Least stable of them? (B).